Entry 1:
Molecular formula: C11H27ClHfIO4P2
Method: DFT, ωB97M-V/def2-TZVPD

## Properties
**HOMO level (spin up / spin down)**: -0.6376 / -0.6375 hartree
**Kohn-Sham gap (spin up / spin down)**: 3.33 / 3.33 eV
**Energy above the lowest of the compared OMol25 structures with the same formula, charge and spin**: 473.82 kJ/mol
**Calculated total energy**: -60510.282 eV

```
! wB97M-V def2-TZVPD RIJCOSX def2/J DEFGRID3
* xyz 3 1
C 2.8030 -1.1304 -1.9587
I 3.1070 1.3066 -1.4309
H 1.9623 -0.6734 -2.4435
H 2.8017 -2.1908 -2.2425
H 3.8062 -0.6748 -2.2508
Hf -1.6840 0.3720 -0.3429
P -0.7107 0.6648 -3.4380
C 0.7610 0.7687 -4.6193
C -1.6187 -0.5593 -4.4955
H -2.5524 2.2292 -3.5460
H -1.6686 2.2026 -5.1129
H -0.9721 3.0670 -3.6981
C -1.5607 2.1943 -4.0162
H -2.6617 -0.6152 -4.1679
H -1.5538 -0.2442 -5.5468
H 0.5039 0.2397 -5.5318
H 1.6302 0.2965 -4.1755
H -1.1355 -1.5384 -4.3819
H 0.9915 1.8063 -4.8499
C 2.6514 -0.9010 -0.5255
O 2.7872 -1.3517 0.5775
Cl -2.7844 -1.4924 -1.1493
C 0.8294 2.4710 2.7322
C 1.5804 1.2054 2.4981
O 0.5804 0.0433 2.4721
P -0.0572 -0.8023 1.2100
O -2.3240 0.7758 1.3886
C -2.9535 0.6311 2.6539
C -2.1334 1.2547 3.7681
O -0.6542 -2.0967 2.0814
C 0.1246 -2.9288 3.0456
C 1.4678 -3.2996 2.4765
H -0.0298 2.5655 2.0776
H 1.4949 3.3107 2.5556
H 0.4960 2.5428 3.7601
H 2.1259 1.2000 1.5383
H 2.2583 0.9324 3.3187
H -3.9551 1.0766 2.5747
H -3.0774 -0.4540 2.8039
H -1.5454 2.1126 3.4404
H -2.8256 1.5855 4.5397
H -1.4881 0.5044 4.2279
H 0.2270 -2.3979 3.9986
H -0.4768 -3.8257 3.2282
H 2.1287 -2.4240 2.3947
H 1.9813 -4.0516 3.0950
H 1.3233 -3.7074 1.4662
*
```

=====

Entry 2:
Molecular formula: C3H6Si
Method: DFT, ωB97M-V/def2-TZVPD

## Properties
**HOMO level**: -0.3462 hartree
**Kohn-Sham gap**: 9.87 eV
**SMILES**: C=C=C[SiH3]
**Energy above the lowest of the compared OMol25 structures with the same formula, charge and spin**: 189.08 kJ/mol
**Calculated total energy**: -11081.686 eV

```
! wB97M-V def2-TZVPD RIJCOSX def2/J DEFGRID3
* xyz 0 1
C -0.0527 -0.4451 0.7143
C -1.0643 -0.0952 -0.3068
C -2.0624 0.0967 -1.3069
Si 1.7167 0.2158 0.6770
H -0.3587 -1.1933 1.5387
H -2.5931 0.9342 -1.5939
H -2.1977 -0.5527 -2.1359
H 1.7541 1.7299 1.2107
H 2.5180 0.1288 -0.5260
H 2.3401 -0.8191 1.7289
*
```

=====

Entry 3:
Molecular formula: C3H10N2O
Method: DFT, ωB97M-V/def2-TZVPD

## Properties
**HOMO level**: -0.3242 hartree
**Kohn-Sham gap**: 9.81 eV
**SMILES**: NCCNCO
**Energy above the lowest of the compared OMol25 structures with the same formula, charge and spin**: 134.30 kJ/mol
**Calculated total energy**: -8300.112 eV

```
! wB97M-V def2-TZVPD RIJCOSX def2/J DEFGRID3
* xyz 0 1
C -0.1739 0.6493 1.0533
N 1.0902 0.2285 0.4718
C 1.3341 -1.1614 0.1093
O 0.2394 -1.7816 -0.5303
C -1.0726 1.4050 0.0635
N -1.2841 0.6432 -1.1516
H 0.0639 1.3511 1.8516
H -0.7698 -0.1667 1.4453
H 1.8585 0.5454 1.0421
H 2.1730 -1.1913 -0.5761
H 1.6348 -1.7630 0.9850
H -0.5547 -1.3737 -0.1582
H -2.0132 1.5505 0.5812
H -0.6644 2.4160 -0.0648
H -0.3843 0.4059 -1.5623
H -1.7048 1.2689 -1.8361
*
```

=====

Entry 4:
Molecular formula: C4H31N3O9
Method: DFT, ωB97M-V/def2-TZVPD

## Properties
**HOMO level**: -0.3504 hartree
**Kohn-Sham gap**: 9.64 eV
**SMILES**: NCCNCCN.O.O.O.O.O.O.O.O.O
**Energy above the lowest of the compared OMol25 structures with the same formula, charge and spin**: 314.39 kJ/mol
**Calculated total energy**: -27545.954 eV

```
! wB97M-V def2-TZVPD RIJCOSX def2/J DEFGRID3
* xyz 0 1
N -1.9116 -1.5347 -0.6337
C -0.8138 -2.5641 -0.6876
C 0.5354 -1.8584 -1.1337
N 0.9447 -0.9492 0.0063
C 1.7752 0.2248 -0.2562
C 2.1268 0.8610 1.0422
N 0.9741 1.7227 1.5648
H -1.4968 -0.6074 -0.6209
H -2.5044 -1.6019 -1.4078
H -1.0641 -3.5416 -1.3635
H -0.7484 -2.9702 0.3001
H 1.3639 -2.6382 -1.1360
H 0.3436 -1.4015 -2.0957
H 0.0674 -0.5255 0.4568
H 2.7228 -0.3009 -0.6712
H 1.3140 1.0280 -1.0914
H 2.4756 0.0431 1.7364
H 2.9523 1.6229 0.7359
H 1.2014 2.1484 2.4563
H 0.0860 1.2246 1.6998
H -3.7819 -0.8280 1.0573
H -3.2335 -0.0385 2.2484
O -3.4744 0.1309 1.3440
H -0.8379 3.1123 -0.7892
H 0.2899 2.1172 -0.3167
O 0.1524 2.8166 -1.0714
H 1.5457 -1.9248 1.0921
H 2.4193 -3.2092 1.5411
O 2.0310 -2.4592 1.8367
H 0.1562 2.2858 -2.6484
H -0.3625 1.8514 -4.0388
O 0.3323 2.2917 -3.5968
H 1.3726 -1.2612 3.3217
H 1.2174 -0.3171 4.3961
O 0.6934 -0.5887 3.6363
H 2.3192 1.8992 -3.4430
H 3.0299 1.4311 -2.2854
O 3.1134 1.5080 -3.1427
H -0.8853 -1.1045 3.2820
H -2.2992 -0.3578 3.7098
O -1.9688 -1.1217 3.2998
H -1.9009 1.8913 0.8299
H -3.2284 1.7391 -0.0134
O -2.2374 1.9555 -0.0969
H -2.3773 0.1987 -2.8088
H -1.0163 -0.6097 -3.3012
O -1.4133 0.2095 -2.9435
*
```

=====

Question: Number 4 is which compound?
Answer: C4H31N3O9